Record 1
# C22H27N5

A molecular structure, C22H27N5 in a non-equilibrium geometry (ωB97M-V/def2-TZVPD, OMol25).

Each line ends with the Löwdin charge.
Element x y z (Å)
C  -4.31008  -0.55746  -1.84466  -0.1190
H  -4.41347  0.10426  -2.76226  0.1387
H  -5.10510  -0.55767  -1.35875  -0.0020
H  -4.05882  -1.56850  -2.36206  0.1329
C  -3.17632  -0.17392  -1.25240  -0.2652
N  -2.76081  -0.93227  0.02580  -0.2192
C  -1.96320  -2.07067  -0.32867  -0.0562
C  -0.46036  -1.43106  -0.82877  -0.0319
N  -0.05636  -0.79080  0.43974  0.0354
C  1.09859  0.02523  0.43661  -0.0977
C  0.89418  1.63995  0.59335  -0.1223
C  1.97559  2.36596  0.27884  -0.1507
C  3.31847  1.54833  -0.10170  -0.0057
C  4.43523  2.62746  -0.23025  -0.1696
N  5.28851  3.21798  -0.62346  0.1528
C  3.35419  0.28928  0.05758  -0.2099
N  4.52353  -0.55368  -0.27378  0.1550
C  4.07076  -1.74495  -0.09514  -0.3840
C  4.97413  -2.74401  -0.35805  0.0415
C  4.23128  -4.00544  0.10869  -0.0962
C  2.88337  -4.12091  0.32063  -0.1054
C  2.03302  -2.88728  0.67995  0.1182
C  2.73346  -1.65620  0.24819  -0.1292
N  2.23063  -0.41470  0.39324  0.1107
H  1.13842  -2.86547  0.65374  -0.0481
H  2.58700  -5.05303  0.65436  0.0475
H  4.83724  -5.15394  -0.09058  0.1622
H  5.94270  -2.62693  -0.61619  0.0634
C  1.77743  3.70280  0.64657  -0.1341
H  2.79072  4.25696  0.34301  0.1496
H  1.64248  4.05393  1.53612  0.0572
C  0.64519  4.18095  -0.45664  -0.1349
H  0.40558  5.23861  0.02714  0.1445
H  0.99699  4.17544  -1.38348  0.0449
C  -0.54794  3.16904  -0.26993  -0.1585
H  -1.39888  3.98544  -0.05370  0.1286
H  -0.59408  2.73423  -1.40678  0.1542
C  -0.34400  2.18298  1.07552  -0.0728
H  -1.21544  1.53087  0.79286  0.1051
H  -0.44274  2.76659  1.88943  0.0809
H  -0.74425  -0.46012  1.11100  0.1174
H  0.07361  -2.21854  -0.72045  0.0275
H  -0.50295  -0.78065  -1.51215  0.0422
H  -1.90617  -2.86139  0.29836  0.0834
H  -2.34579  -2.33473  -1.49789  0.1660
C  -3.55295  -1.31144  0.93775  -0.3898
C  -4.25905  -0.16091  1.69735  -0.0613
H  -4.80112  -0.54923  2.53494  0.0495
H  -4.96904  0.59805  0.88701  0.1478
H  -3.70089  0.68307  2.07842  0.0387
H  -4.47313  -1.82351  0.45654  0.1523
H  -3.16991  -1.81044  1.64938  0.0602
H  -3.31769  1.01826  -0.75912  0.1839
H  -2.29180  0.12416  -1.66528  0.0716

Results
**Energy relative to the best compared isomer or geometry (same formula, charge and spin)**: 19.7160 eV
**E**: -1127.611748 Ha
**Spin multiplicity**: 1
**HOMO energy**: -6.597 eV

---

Record 2
# C22H27N5O5S

C22H27N5O5S in the gas phase (ωB97M-V/def2-TZVPD, OMol25).

Each line ends with the Löwdin charge.
Element x y z (Å)
C  3.12266  1.72579  -2.09730  -0.0842
C  1.74200  1.80845  -2.74326  -0.1619
C  0.51115  1.63662  -1.84600  -0.1691
C  0.46531  2.53648  -0.58996  -0.4287
O  1.43047  3.03740  -0.05054  0.0641
N  -0.79528  2.67851  -0.14727  0.1113
C  -1.13826  3.27258  1.12656  -0.2880
C  -2.34756  4.21475  0.97222  -0.1254
C  -3.54213  3.50064  1.62614  -0.1862
C  -3.09449  2.04876  1.79314  -0.1900
C  -1.60834  2.18623  2.10601  -0.1340
N  0.25771  0.25742  -1.41679  0.0466
C  -1.03165  -0.15646  -1.32916  -0.4168
O  -1.96044  0.59118  -1.67044  0.0068
C  -1.33766  -1.47297  -0.81102  -0.2897
S  -0.26095  -2.65687  -0.13075  1.1286
N  -1.43710  -3.70613  0.23011  -0.2594
C  -2.62802  -3.26495  -0.11471  -0.2613
C  -3.84602  -4.06589  0.11516  -0.4861
N  -3.61434  -5.26181  0.68948  0.1745
O  -4.95992  -3.67131  -0.19299  0.0486
C  -2.64642  -1.96749  -0.71934  -0.2715
N  -3.76114  -1.35215  -1.11699  0.1747
C  1.34567  -0.53434  -0.97429  -0.3304
C  1.89780  -1.48915  -1.82525  -0.0715
C  2.95976  -2.25850  -1.39684  0.0075
C  3.48795  -2.08360  -0.12349  -0.1951
C  2.95675  -1.09813  0.71843  -0.1862
C  1.87783  -0.33717  0.29125  0.0619
O  3.46757  -0.85434  1.96158  -0.0118
C  4.74235  -1.42350  2.16522  -0.1418
C  4.75962  -2.86434  1.65801  -0.1429
O  4.51865  -2.89300  0.26765  -0.0174
H  3.38475  0.70852  -1.82457  0.0534
H  3.15698  2.34907  -1.21036  0.0634
H  3.86382  2.08806  -2.80682  0.0741
H  1.67117  1.07528  -3.55173  0.1142
H  1.64083  2.80071  -3.19011  0.1180
H  -0.36341  1.90138  -2.45585  0.1502
H  -1.53864  2.18883  -0.63298  0.1115
H  -0.24055  3.78744  1.47634  0.1421
H  -2.52951  4.39802  -0.08647  0.1107
H  -2.15528  5.17558  1.44641  0.1070
H  -3.74471  3.93341  2.60670  0.1062
H  -4.44742  3.58593  1.02757  0.1038
H  -3.23064  1.49774  0.86104  0.0994
H  -3.64367  1.53141  2.57825  0.1081
H  -1.47004  2.53062  3.13135  0.1172
H  -1.05567  1.25621  1.97414  0.1086
H  -2.67083  -5.52374  0.91706  0.0910
H  -4.38239  -5.88067  0.88488  0.1156
H  -3.67420  -0.43812  -1.53524  0.0918
H  -4.63436  -1.84571  -0.99746  0.0921
H  1.48674  -1.62710  -2.81282  0.1298
H  3.39886  -3.01002  -2.03236  0.1268
H  1.48886  0.42255  0.94921  0.1393
H  4.93479  -1.37632  3.23770  0.1346
H  5.50171  -0.84021  1.62715  0.1415
H  5.73377  -3.32997  1.81269  0.1340
H  3.98553  -3.44160  2.18169  0.1404

Results
**Energy relative to the best compared isomer or geometry (same formula, charge and spin)**: 0.0000 eV
**E**: -1902.786991 Ha
**Spin multiplicity**: 1
**SMILES**: CC[C@H](C(=O)NC1CCCC1)N(C(=O)c1snc(C(N)=O)c1N)c1ccc2c(c1)OCCO2
**HOMO energy**: -8.108 eV

---

Record 3
# C22H27NO7

C22H27NO7 in the gas phase (ωB97M-V/def2-TZVPD, OMol25).

Each line ends with the Löwdin charge.
Element x y z (Å)
C  2.64368  4.78705  3.14499  -0.0612
C  3.06094  3.65753  2.21386  -0.2201
O  1.93190  2.93835  1.72345  -0.0162
C  1.43244  1.97388  2.53234  -0.4210
O  1.90766  1.69843  3.60885  0.1101
C  0.28112  1.33498  1.91870  -0.1152
N  -0.18350  1.72795  0.68530  0.1688
C  -1.24102  0.98426  0.33614  -0.1440
C  -1.94119  1.16761  -0.96411  -0.0595
O  -1.04986  1.74849  -1.91777  0.0156
C  -0.75511  1.02227  -3.00494  -0.4905
O  -1.23175  -0.05090  -3.25250  0.1309
C  0.22032  1.75500  -3.90198  -0.0758
C  1.23180  0.76252  -4.47409  -0.1530
C  2.26966  0.36413  -3.41602  -0.1871
O  1.72112  0.07747  -2.14859  -0.0529
C  1.20638  -1.16190  -1.87727  -0.2637
C  0.89498  -1.38924  -0.53755  0.0009
C  0.32334  -2.58086  -0.14438  -0.0719
C  0.07084  -3.57266  -1.07819  -0.0948
C  0.40950  -3.36064  -2.40127  -0.0753
C  0.97645  -2.16463  -2.80881  -0.0240
C  -1.49470  0.07775  1.36436  -0.0408
C  -2.56098  -0.91856  1.30151  -0.4360
O  -3.42787  -0.92150  0.45559  0.1114
O  -2.47733  -1.83220  2.27887  -0.0137
C  -3.44653  -2.87771  2.26137  -0.2096
C  -3.02427  -4.00745  1.33236  -0.0619
C  -0.52373  0.30084  2.37511  -0.1311
C  -0.38611  -0.41871  3.66488  -0.0099
H  3.52122  5.34842  3.45250  0.0768
H  1.95083  5.45683  2.64075  0.0769
H  2.16022  4.37700  4.02817  0.0754
H  3.56022  4.04428  1.32263  0.1222
H  3.72272  2.96164  2.73980  0.1217
H  0.25445  2.42875  0.10837  0.1703
H  -2.79422  1.84686  -0.85111  0.1500
H  -2.31030  0.20312  -1.33027  0.1265
H  -0.35848  2.19986  -4.71433  0.1310
H  0.70826  2.54994  -3.33915  0.1243
H  0.67936  -0.11182  -4.82059  0.1045
H  1.76022  1.20000  -5.32193  0.1180
H  2.87653  -0.47547  -3.77669  0.1275
H  2.93436  1.21484  -3.22954  0.1303
H  1.11766  -0.61672  0.18054  0.1096
H  0.07708  -2.73201  0.89587  0.1011
H  -0.38148  -4.50524  -0.77628  0.0967
H  0.22497  -4.13044  -3.13608  0.1048
H  1.22127  -2.02916  -3.84996  0.1061
H  -3.51534  -3.22181  3.29586  0.1244
H  -4.40831  -2.46518  1.93893  0.1215
H  -3.76670  -4.80004  1.35957  0.0773
H  -2.94044  -3.63429  0.31445  0.0742
H  -2.06247  -4.40987  1.64140  0.0741
H  0.40521  0.03166  4.25616  0.0717
H  -1.32382  -0.38656  4.21591  0.0895
H  -0.15120  -1.46612  3.48479  0.0849

Results
**Energy relative to the best compared isomer or geometry (same formula, charge and spin)**: 0.6236 eV
**E**: -1436.027616 Ha
**Spin multiplicity**: 1
**SMILES**: CCOC(=O)c1[nH]c(COC(=O)CCCOc2ccccc2)c(C(=O)OCC)c1C
**HOMO energy**: -8.410 eV

---

Record 4
# C22H28B3F9O18S

6 unconnected molecules or ions with the total composition C22H28B3F9O18S in a non-equilibrium geometry (ωB97M-V/def2-TZVPD, OMol25).

Each line ends with the Löwdin charge.
Element x y z (Å)
C  -1.63974  -5.14214  -3.25859  -0.1972
C  -1.11931  -3.72305  -3.91496  -0.5061
S  0.78058  -3.61176  -4.02929  0.7505
C  1.46500  -3.73170  -2.28898  -0.3763
B  1.78246  -2.23955  -1.59056  -0.3818
O  1.03384  -1.04816  -2.03574  0.1626
B  1.62247  0.20892  -1.53411  -0.3334
C  0.83405  1.67902  -1.47658  -0.1201
C  -0.50118  1.55558  -0.47787  -0.1083
O  3.02021  0.22819  -0.97392  0.1647
B  2.96871  -0.89992  0.02221  -0.2584
C  2.99843  -0.49641  1.61577  -0.1071
F  4.07983  0.45045  1.99169  0.0259
F  1.70327  0.23609  1.87736  0.0000
C  2.93919  -1.86181  2.52714  -0.0369
F  1.70626  -2.66671  2.18864  -0.0403
F  2.82676  -1.57239  3.99076  -0.0321
O  2.84732  -2.25611  -0.54587  0.1727
H  -1.46484  -5.20946  -2.09636  0.0628
H  -1.23089  -6.10408  -3.82909  0.0875
H  -2.82178  -5.17847  -3.42089  0.0729
H  -1.54969  -2.85319  -3.22033  0.0961
H  -1.63787  -3.61607  -4.98443  0.0973
H  2.51720  -4.29210  -2.35105  0.1014
H  0.74493  -4.39305  -1.60473  0.0992
H  1.53400  2.47674  -0.92979  0.1102
H  0.56245  2.09835  -2.54147  0.1005
H  -0.20492  1.82896  0.63334  0.0873
H  -1.38035  2.27641  -0.83504  0.0854
H  -0.91748  0.46199  -0.60170  0.0785
H  3.91444  -2.48914  2.27756  0.2000
O  1.34800  4.38955  -1.79955  0.1305
C  0.97240  4.81050  -2.88103  -0.4805
O  1.03721  6.12409  -3.25752  0.0659
C  0.63316  6.17191  -4.61118  -0.0812
C  -0.18622  4.93432  -4.74792  -0.3196
F  -0.09331  4.43021  -5.99888  0.0868
O  0.43005  4.03114  -3.85834  0.1269
H  1.51923  6.16661  -5.25479  0.1554
H  0.05604  7.07759  -4.81628  0.1263
H  -1.23906  5.06051  -4.47384  0.1813
O  -4.31191  -0.98867  2.46773  0.1381
C  -3.32149  -1.59109  2.84723  -0.5043
O  -2.04973  -1.32219  2.42087  0.0731
C  -1.18989  -2.14062  3.18820  -0.0766
C  -2.09248  -3.24752  3.61456  -0.3292
F  -1.73083  -3.72499  4.82654  0.0760
O  -3.34769  -2.61885  3.74150  0.1414
H  -0.79838  -1.56401  4.03297  0.1524
H  -0.34905  -2.49760  2.58742  0.1190
H  -2.16396  -4.07059  2.89555  0.1690
O  2.14534  12.67193  -2.61040  0.1514
C  1.76594  11.52351  -2.76875  -0.4986
O  1.64571  10.60908  -1.75839  0.0805
C  1.05774  9.45767  -2.32979  -0.0771
C  1.40744  9.59787  -3.77193  -0.3281
F  0.44579  9.06077  -4.55577  0.0600
O  1.41765  10.99277  -3.97443  0.1451
H  -0.02277  9.47580  -2.15218  0.1532
H  1.47055  8.54654  -1.88839  0.1419
H  2.38366  9.17979  -4.03976  0.1817
O  2.00332  -2.89020  10.16274  0.1471
C  2.36684  -2.95820  9.00037  -0.5004
O  1.52332  -2.87458  7.92661  0.0766
C  2.34277  -2.86422  6.77494  -0.0905
C  3.58991  -3.52105  7.25959  -0.3317
F  4.67411  -3.02980  6.61861  0.0785
O  3.66134  -3.13442  8.61322  0.1429
H  2.50573  -1.82964  6.45481  0.1385
H  1.87396  -3.41534  5.95525  0.1412
H  3.57822  -4.61393  7.18896  0.1775
O  -2.77525  -4.02477  0.04826  0.1331
C  -3.89979  -4.41493  -0.21830  -0.4932
O  -4.80665  -4.83712  0.71488  0.0769
C  -6.01408  -5.07462  0.01944  -0.0703
C  -5.54285  -5.31317  -1.37438  -0.3300
F  -6.46013  -4.88975  -2.27269  0.0837
O  -4.40319  -4.49072  -1.48223  0.1211
H  -6.66036  -4.19446  0.10334  0.1540
H  -6.54174  -5.93801  0.43359  0.1474
H  -5.26799  -6.35250  -1.58356  0.1792

Results
**E**: -3581.089010 Ha
**Spin multiplicity**: 1
**SMILES**: CCSCB1OB(CC)OB(C(F)(F)C(F)F)O1.O=C1OC[C@@H](F)O1.O=C1OC[C@@H](F)O1.O=C1OC[C@@H](F)O1.O=C1OC[C@@H](F)O1.O=C1OC[C@@H](F)O1
**HOMO energy**: -8.550 eV